# 1
Entry from OMol25: one molecule with the formula C7H8S2 at a distorted geometry (ωB97M-V/def2-TZVPD).

Computed properties:
Structure (SMILES) = S=C1C[C@@H]2C=C[C@@]1(S)C2
LUMO level = 0.002 Eh
Total charge = 0
Highest occupied orbital energy = -8.3 eV

Each line ends with the natural charge from an NBO analysis.
Cartesian coordinates (Å):
C1 1.327 -0.410 -0.798  -0.1661
C2 0.271 -1.204 -1.065  -0.2086
C3 -0.713 -0.713 0.071  -0.2427
C4 0.188 -0.338 1.212  -0.4006
C5 0.171 1.597 -0.106  -0.4985
C6 1.166 0.477 0.300  -0.2659
C7 -1.140 0.904 -0.151  -0.1099
S1 -2.059 -1.824 0.423  0.0402
S2 -2.591 1.492 -0.092  0.1328
H1 2.161 -0.102 -1.423  0.2149
H2 0.030 -2.073 -1.621  0.2359
H3 -0.150 0.086 2.037  0.2165
H4 0.765 -1.286 1.376  0.2183
H5 0.128 2.276 0.872  0.2367
H6 0.573 2.289 -0.894  0.2535
H7 2.106 0.859 0.726  0.2279
H8 -2.233 -2.029 -0.866  0.1154



# 2
Entry from OMol25: C7H9BCrN3O22S2 as an isolated structure at a distorted geometry (ωB97M-V/def2-TZVPD).

Computed properties:
LUMO level (alpha / beta) = 0.223 / 0.223 Eh
<S²> = 6.053
Total charge = -3
Highest occupied orbital energy (alpha / beta) = 1.7 / 0.3 eV
Multiplicity = 5

Each line ends with the natural charge from an NBO analysis.
Cartesian coordinates (Å):
Cr1 -0.503 -0.152 -1.281  1.4478
O1 1.266 1.743 6.956  -0.5883
C1 0.527 1.445 6.056  0.6844
O2 0.420 2.033 4.888  -0.6413
B1 -0.625 1.383 4.069  1.1536
O3 -1.220 0.380 4.977  -0.6536
C2 -0.535 0.309 6.107  0.6829
O4 -0.724 -0.475 6.981  -0.5794
O5 -0.056 0.734 2.865  -0.6347
C3 -0.777 1.070 1.811  0.7480
O6 -0.617 0.633 0.708  -0.5549
C4 -1.792 2.155 2.256  0.6777
O7 -1.600 2.344 3.569  -0.6739
O8 -2.536 2.742 1.547  -0.4953
S1 -2.557 1.197 -2.365  2.5798
O9 -2.751 1.072 -3.775  -0.9607
O10 -1.144 1.650 -1.998  -0.9437
O11 -3.540 2.030 -1.700  -1.0149
O12 -2.464 -0.177 -1.684  -0.9852
S2 -0.093 -1.344 -4.370  2.5866
O13 0.100 -0.094 -5.122  -1.0540
O14 0.919 -2.352 -4.706  -1.0588
O15 0.150 -1.046 -2.873  -0.9776
O16 -1.472 -1.858 -4.485  -1.0727
C5 2.972 -0.885 1.501  -0.4586
N1 2.522 -0.985 0.114  0.3358
O17 1.238 -1.135 -0.076  -0.6315
O18 3.422 -0.874 -0.811  -0.6315
H1 4.017 -1.180 1.473  0.1925
H2 2.313 -1.492 2.118  0.2026
H3 2.878 0.169 1.797  0.1809
C6 3.545 1.572 -2.436  -0.4733
N2 2.207 1.991 -1.942  0.5686
O19 1.927 3.177 -1.967  -0.4124
O20 1.507 1.098 -1.547  -0.3236
H4 3.905 2.387 -3.059  0.1904
H5 3.456 0.637 -2.970  0.2727
H6 4.152 1.506 -1.537  0.2336
C7 -3.266 -2.981 -1.462  -0.4993
N3 -1.844 -3.156 -1.058  0.5799
O21 -1.241 -2.180 -0.681  -0.3503
O22 -1.368 -4.263 -1.215  -0.3749
H7 -3.390 -3.363 -2.468  0.2489
H8 -3.488 -1.918 -1.470  0.2868
H9 -3.842 -3.548 -0.733  0.1910



# 3
Entry from OMol25: an isolated ion of composition C7H9BrF5N4O3S and charge +1 at a distorted geometry (ωB97M-V/def2-TZVPD).

Computed properties:
Structure (SMILES) = CCOCCc1nnn(Br)[n+]1S(=O)(=O)C(F)(F)C(F)(F)F
LUMO level = -0.205 Eh
Total charge = +1
Highest occupied orbital energy = -13.3 eV

Each line ends with the natural charge from an NBO analysis.
Cartesian coordinates (Å):
C1 1.893 -1.978 1.306  -0.6232
C2 2.359 -1.782 -0.144  -0.0708
O1 2.659 -0.397 -0.369  -0.5532
C3 2.032 0.197 -1.475  -0.0449
C4 1.647 1.630 -1.045  -0.5025
C5 0.990 1.646 0.275  0.4829
N1 1.517 2.271 1.312  -0.2065
N2 0.735 2.073 2.362  0.1004
N3 -0.246 1.353 1.990  -0.0410
Br1 -1.533 0.815 3.200  0.4541
N4 -0.173 1.048 0.672  -0.4286
S1 -1.234 0.082 -0.339  2.1796
O2 -1.140 0.697 -1.615  -0.8529
O3 -0.876 -1.289 -0.329  -0.8164
C6 -3.007 0.198 0.226  0.4229
F1 -3.190 -0.735 1.152  -0.2749
F2 -3.339 1.402 0.669  -0.2751
C7 -3.955 -0.169 -0.985  0.9355
F3 -3.911 0.745 -1.935  -0.2713
F4 -3.703 -1.391 -1.422  -0.2756
F5 -5.176 -0.156 -0.436  -0.2843
H1 1.501 -1.023 1.651  0.1718
H2 2.682 -2.326 1.957  0.2335
H3 1.044 -2.655 1.301  0.2234
H4 3.290 -2.332 -0.266  0.1958
H5 1.663 -2.188 -0.869  0.1844
H6 2.691 0.289 -2.337  0.2050
H7 1.136 -0.322 -1.805  0.1804
H8 1.061 2.141 -1.803  0.2762
H9 2.585 2.156 -0.898  0.2751



| no. | total energy (Eh) |
| --- | --- |
| 1 | -1067.7940 |
| 2 | -3957.4296 |
| 3 | -4187.9663 |